1.
Computed, not measured: a molecular structure, C58H44I4N7O2PbS, with wB97M-V/def2-TZVPD.

Computed properties:
E_HOMO (alpha / beta)   -9.17 / -9.16 eV
ΔE to the lowest compared entry with this formula, charge and spin   0.412 eV
Charge   +1
Orbital gap (alpha / beta)   5.24 / 5.24 eV

Geometry as XYZ:
```
117
C58H44I4N7O2PbS (wB97M-V/def2-TZVPD)
Pb -0.059 -1.028 0.050
I 7.954 -1.659 -4.681
C 6.250 -2.055 -3.564
C 6.261 -1.882 -2.188
C 5.118 -2.131 -1.450
C 3.935 -2.597 -2.043
C 3.941 -2.697 -3.442
C 5.079 -2.446 -4.191
C 2.691 -2.795 -1.249
C 2.688 -2.628 0.143
C 3.743 -3.017 1.048
C 3.269 -2.885 2.306
C 1.935 -2.359 2.213
C 1.150 -1.991 3.296
C 1.752 -2.093 4.659
C 1.375 -3.119 5.518
C 1.925 -3.216 6.788
C 2.856 -2.275 7.203
I 3.679 -2.408 9.109
C 3.242 -1.244 6.358
C 2.688 -1.159 5.088
C -0.147 -1.484 3.198
N -0.888 -1.358 2.053
C -2.095 -0.780 2.412
C -3.191 -0.620 1.584
C -4.353 0.154 2.105
C -4.227 1.531 2.280
C -5.291 2.286 2.750
C -6.494 1.659 3.048
I -8.101 2.786 3.737
C -6.630 0.287 2.894
C -5.559 -0.460 2.424
C -3.267 -1.154 0.285
C -4.439 -1.202 -0.530
C -4.106 -1.889 -1.658
C -2.724 -2.243 -1.545
N -2.228 -1.761 -0.360
C -2.007 -3.014 -2.476
C -0.657 -3.336 -2.388
C 0.041 -4.217 -3.284
C 1.358 -4.127 -2.983
C 1.475 -3.200 -1.884
N 0.245 -2.802 -1.497
C -2.744 -3.509 -3.675
C -3.799 -4.408 -3.550
C -4.486 -4.859 -4.667
C -4.122 -4.401 -5.925
I -5.154 -5.063 -7.604
C -3.070 -3.508 -6.071
C -2.384 -3.072 -4.947
C -2.089 -0.536 3.824
C -0.909 -0.992 4.309
N 1.594 -2.264 0.887
H 7.155 -1.533 -1.688
H 5.154 -1.913 -0.395
H 3.041 -2.946 -3.977
H 5.041 -2.541 -5.268
H 4.678 -3.463 0.757
H 3.765 -3.145 3.227
H 0.648 -3.853 5.189
H 1.630 -4.021 7.447
H 3.967 -0.510 6.685
H 2.981 -0.354 4.423
H -3.282 2.011 2.052
H -5.180 3.353 2.889
H -7.563 -0.200 3.142
H -5.660 -1.533 2.315
H -5.403 -0.800 -0.264
H -4.751 -2.138 -2.485
H -0.422 -4.846 -4.027
H 2.166 -4.699 -3.407
H -4.077 -4.773 -2.568
H -5.298 -5.565 -4.556
H -2.785 -3.155 -7.053
H -1.559 -2.378 -5.059
H -2.912 -0.112 4.377
H -0.575 -0.996 5.333
N -2.865 2.361 -1.115
C -1.839 1.531 -0.882
O -1.421 1.310 0.252
C -1.198 0.880 -2.094
C 0.123 0.218 -1.778
H -3.342 2.779 -0.332
H -3.218 2.519 -2.042
H -1.059 1.665 -2.844
H -1.906 0.160 -2.512
H 0.936 0.913 -1.586
H 0.411 -0.548 -2.489
C 3.740 6.840 0.260
C 3.579 5.332 0.122
C 2.723 4.770 1.246
N 2.590 3.314 1.143
C 1.546 2.527 1.354
S 1.770 0.864 1.652
N 0.268 3.007 1.451
C -0.494 4.059 0.909
O -1.547 4.314 1.443
C -0.083 4.711 -0.366
C 0.700 4.061 -1.312
C 0.954 4.662 -2.536
C 0.433 5.919 -2.809
C -0.348 6.572 -1.863
C -0.616 5.966 -0.647
H 4.355 7.241 -0.545
H 4.217 7.104 1.205
H 2.770 7.342 0.221
H 4.559 4.845 0.142
H 3.121 5.088 -0.837
H 1.739 5.226 1.240
H 3.184 4.997 2.211
H 3.457 2.798 1.093
H -0.331 2.371 1.961
H 1.103 3.080 -1.099
H 1.565 4.155 -3.273
H 0.632 6.390 -3.763
H -0.756 7.551 -2.080
H -1.239 6.450 0.094
```



2.
Computed, not measured: 3 unconnected molecules or ions with the total composition C5H14O2 in a non-equilibrium geometry, with wB97M-V/def2-TZVPD.

Computed properties:
E_HOMO   -8.89 eV
ΔE to the lowest compared entry with this formula, charge and spin   1.221 eV
Structure (SMILES)   C=C(C)CC.O.O
Orbital gap   9.52 eV

Geometry as XYZ:
```
21
C5H14O2 (wB97M-V/def2-TZVPD)
C 2.332 0.007 0.719
C 0.998 -0.117 0.721
C 0.254 1.119 0.304
C 0.304 -1.418 1.018
C -1.173 -1.621 0.623
H 2.812 0.967 0.560
H 3.074 -0.746 0.966
H -0.768 1.175 0.661
H 0.818 1.997 0.604
H 0.139 1.232 -0.789
H 0.357 -1.493 2.114
H 0.944 -2.234 0.694
H -1.788 -1.844 1.489
H -1.541 -0.636 0.326
H -1.293 -2.246 -0.253
O -2.987 0.978 0.019
H -2.328 1.501 -0.468
H -3.114 0.157 -0.405
O 0.869 0.718 -2.877
H 1.572 1.210 -2.453
H 0.519 1.295 -3.574
```



3.
Computed, not measured: a molecular structure, C9H13NO2 in a non-equilibrium geometry, with wB97M-V/def2-TZVPD.

Computed properties:
E_HOMO   -8.31 eV
ΔE to the lowest compared entry with this formula, charge and spin   12.590 eV
Orbital gap   7.55 eV

Geometry as XYZ:
```
25
C9H13NO2 (wB97M-V/def2-TZVPD)
C 2.522 -2.098 0.712
C 1.004 -0.575 -0.246
C 1.492 0.807 -0.295
C 0.754 1.944 0.077
C 1.243 3.256 -0.235
C -0.656 1.517 0.539
C -1.046 0.273 0.221
C -2.523 -0.006 0.597
C -0.399 -0.811 -0.268
H 3.874 -2.265 0.368
H 2.388 -1.142 1.690
H 1.805 -3.120 0.600
H 2.693 0.899 -0.385
H 2.109 3.203 -1.260
H 1.850 3.289 0.919
H 0.694 4.313 -0.221
H -1.493 2.276 0.920
H -2.904 0.956 0.775
H -2.927 -0.449 1.614
H -3.463 0.791 -0.696
H -2.561 -0.819 -1.273
H -1.231 -2.249 1.092
N -3.302 -0.447 -0.547
O 1.957 -1.521 -0.559
O -0.965 -2.027 -0.307
```



4.
Computed, not measured: 13 unconnected molecules or ions with the total composition C54H81N13O18 in a non-equilibrium geometry, with wB97M-V/def2-TZVPD.

Computed properties:
E_HOMO   -8.82 eV
ΔE to the lowest compared entry with this formula, charge and spin   0.129 eV
Orbital gap   7.70 eV

Geometry as XYZ:
```
166
C54H81N13O18 (wB97M-V/def2-TZVPD)
C -1.615 -5.663 1.392
O -1.390 -4.592 0.779
N -2.841 -6.131 1.622
C -2.915 -7.525 2.137
C -4.032 -5.400 1.530
H -0.835 -6.304 1.830
H -3.792 -7.980 1.678
H -3.110 -7.505 3.209
H -2.002 -8.064 1.881
H -4.466 -5.133 2.493
H -3.984 -4.441 1.015
H -4.691 -5.983 0.888
C 1.831 -5.140 -0.412
O 2.189 -4.304 0.460
N 2.549 -6.248 -0.653
C 3.662 -6.706 0.213
C 2.466 -7.169 -1.773
H 1.074 -4.949 -1.189
H 4.627 -6.732 -0.292
H 3.538 -7.734 0.555
H 3.893 -6.077 1.073
H 2.471 -8.214 -1.464
H 1.631 -6.872 -2.407
H 3.362 -7.036 -2.379
C -1.642 2.198 3.547
O -2.621 2.109 4.246
N -0.518 1.533 3.830
C -0.276 0.732 5.090
C 0.649 1.593 2.968
H -1.593 2.757 2.600
H -1.255 0.504 5.511
H 0.331 1.310 5.787
H 0.274 -0.191 4.904
H 1.445 2.158 3.453
H 1.155 0.641 2.809
H 0.495 2.020 1.977
C 1.961 5.124 -2.658
O 1.658 4.527 -3.653
N 1.197 5.329 -1.598
C 1.634 6.147 -0.418
C -0.082 4.694 -1.399
H 2.918 5.661 -2.559
H 1.768 5.522 0.465
H 0.816 6.792 -0.098
H 2.563 6.716 -0.433
H -0.852 5.461 -1.487
H -0.295 3.839 -2.040
H -0.189 4.310 -0.384
C -1.283 -5.596 -3.213
O -0.154 -5.943 -3.671
N -1.601 -4.354 -2.855
C -2.885 -4.002 -2.267
C -0.612 -3.226 -2.682
H -2.144 -6.281 -3.196
H -3.595 -4.829 -2.284
H -3.360 -3.195 -2.825
H -2.700 -3.715 -1.231
H -0.559 -2.845 -1.663
H 0.356 -3.559 -3.059
H -0.910 -2.353 -3.262
C -3.496 6.029 -0.388
O -2.510 6.271 0.331
N -4.260 4.927 -0.213
C -5.281 4.577 -1.196
C -4.090 3.969 0.886
H -3.867 6.584 -1.263
H -6.175 4.115 -0.775
H -4.872 3.775 -1.810
H -5.732 5.443 -1.680
H -3.894 2.994 0.439
H -3.279 4.179 1.582
H -5.023 3.974 1.450
C -1.208 -0.041 0.661
O -2.006 0.886 0.587
N -0.048 -0.178 -0.036
C 0.844 -1.355 -0.011
C 0.516 0.915 -0.943
H -1.361 -0.929 1.294
H 1.185 -1.520 -1.033
H 0.418 -2.283 0.371
H 1.760 -1.232 0.566
H -0.249 1.682 -1.061
H 1.341 1.483 -0.513
H 0.755 0.584 -1.954
C -7.562 -0.463 0.126
O -8.161 -1.487 0.336
N -6.382 -0.424 -0.535
C -5.519 0.714 -0.645
C -5.751 -1.694 -0.826
H -8.015 0.494 0.427
H -4.465 0.610 -0.386
H -5.788 1.646 -0.147
H -5.437 0.961 -1.703
H -5.237 -1.525 -1.772
H -5.110 -2.143 -0.067
H -6.504 -2.438 -1.085
C 6.125 2.906 -4.291
C 6.710 1.916 -3.491
C 5.934 0.924 -2.886
C 4.562 0.919 -3.068
C 4.013 1.953 -3.771
C 4.761 2.969 -4.365
N 3.728 -0.201 -2.591
O 4.139 -0.889 -1.643
O 2.657 -0.413 -3.128
H 6.669 3.738 -4.713
H 7.786 1.972 -3.417
H 6.507 0.186 -2.346
H 2.957 2.048 -3.978
H 4.266 3.817 -4.816
C -6.719 -0.487 3.503
C -5.661 0.267 3.027
C -4.385 -0.329 2.996
C -4.233 -1.657 3.522
C -5.338 -2.371 3.918
C -6.595 -1.844 3.941
N -2.935 -2.306 3.581
O -2.884 -3.526 3.452
O -1.861 -1.739 3.664
H -7.751 -0.169 3.488
H -5.841 1.275 2.684
H -3.565 0.262 2.615
H -5.235 -3.364 4.330
H -7.465 -2.404 4.250
C 7.824 4.589 0.063
C 7.241 4.700 1.350
C 5.906 4.312 1.454
C 5.129 3.836 0.411
C 5.766 3.700 -0.858
C 7.112 4.123 -0.987
N 3.687 3.420 0.611
O 3.075 3.149 -0.426
O 3.291 3.456 1.777
H 8.840 4.928 -0.075
H 7.687 5.042 2.272
H 5.337 4.504 2.352
H 5.138 3.410 -1.688
H 7.593 4.053 -1.951
C -3.223 1.602 -3.187
C -3.230 0.295 -3.676
C -2.086 -0.133 -4.303
C -0.940 0.618 -4.419
C -0.987 1.931 -3.951
C -2.129 2.434 -3.334
N 0.229 0.096 -5.179
O 1.187 0.842 -5.404
O 0.191 -1.086 -5.642
H -4.053 1.945 -2.588
H -3.982 -0.447 -3.453
H -2.069 -1.141 -4.692
H -0.166 2.602 -4.157
H -2.153 3.468 -3.020
C 5.141 0.473 2.009
C 4.280 -0.473 2.537
C 4.430 -0.924 3.840
C 5.606 -0.520 4.515
C 6.380 0.558 4.057
C 6.157 1.043 2.786
N 5.862 -1.102 5.869
O 5.076 -1.944 6.306
O 6.893 -0.766 6.480
H 5.049 0.825 0.992
H 3.420 -0.700 1.924
H 3.846 -1.653 4.382
H 7.252 0.850 4.623
H 6.801 1.848 2.466
```



5.
Computed, not measured: a molecular structure, C23H20CsN6O8S, with wB97M-V/def2-TZVPD.

Computed properties:
E_HOMO   -4.56 eV
Charge   -1
Orbital gap   6.07 eV

Geometry as XYZ:
```
59
C23H20CsN6O8S (wB97M-V/def2-TZVPD)
Cs 1.164 0.569 0.060
O 0.975 -1.935 -2.101
C 1.954 -2.012 -1.337
O 2.895 -1.183 -1.237
C 2.013 -3.139 -0.314
C 2.732 -4.264 -0.550
C 2.921 -5.238 0.455
C 2.408 -5.047 1.708
C 1.650 -3.918 1.981
C 1.374 -2.904 0.983
O 0.652 -1.900 1.197
N 1.149 -3.832 3.336
O 1.700 -4.509 4.195
O 0.201 -3.105 3.585
N 3.673 -6.436 0.169
O 4.110 -6.586 -0.964
O 3.834 -7.259 1.061
H 3.193 -4.430 -1.514
H 2.576 -5.780 2.483
N -0.016 4.235 -3.669
C 0.284 3.173 -4.512
C 0.310 3.048 -5.897
C 0.643 1.801 -6.391
C 0.933 0.720 -5.538
C 0.910 0.850 -4.165
C 0.584 2.109 -3.657
N 0.479 2.521 -2.336
C 0.124 3.768 -2.388
C -0.139 4.578 -1.191
C -0.832 5.744 -1.119
S -0.956 6.254 0.501
C -0.083 4.843 0.989
N 0.291 4.082 0.019
H -0.218 5.179 -3.940
H 0.080 3.876 -6.554
H 0.675 1.651 -7.462
H 1.178 -0.241 -5.969
H 1.118 0.009 -3.508
H -1.300 6.303 -1.911
H 0.119 4.628 2.026
O -0.007 2.075 2.732
C -0.838 1.164 2.709
C -1.808 0.985 1.558
C -3.290 1.090 1.940
C -3.881 -0.188 2.522
C -3.259 -0.636 3.837
C -1.766 -0.920 3.738
N -0.938 0.281 3.719
H -1.613 0.013 1.087
H -1.571 1.770 0.840
H -3.849 1.344 1.036
H -3.431 1.923 2.636
H -3.756 -0.989 1.786
H -4.959 -0.055 2.657
H -3.759 -1.550 4.167
H -3.428 0.120 4.614
H -1.539 -1.537 2.868
H -1.441 -1.495 4.603
H -0.226 0.379 4.424
```



6.
Computed, not measured: 2 unconnected molecules or ions with the total composition C9H14O in a non-equilibrium geometry, with wB97M-V/def2-TZVPD.

Computed properties:
E_HOMO   -8.55 eV
ΔE to the lowest compared entry with this formula, charge and spin   0.532 eV
Structure (SMILES)   Cc1ccc(O)cc1.CC
Orbital gap   9.38 eV

Geometry as XYZ:
```
24
C9H14O (wB97M-V/def2-TZVPD)
C 2.001 -2.130 1.367
C 1.330 -0.834 1.009
C 0.017 -0.861 0.510
C -0.648 0.337 0.364
C 0.019 1.556 0.431
O -0.626 2.734 0.130
C 1.316 1.563 0.909
C 1.921 0.382 1.309
H 3.085 -2.111 1.204
H 1.564 -2.986 0.862
H 2.015 -2.291 2.450
H -0.461 -1.828 0.425
H -1.712 0.383 0.205
H -1.040 2.640 -0.741
H 1.839 2.513 0.908
H 2.906 0.397 1.754
C -1.624 -0.578 -2.629
C -2.564 -1.579 -1.997
H -1.550 0.363 -2.099
H -0.631 -0.989 -2.807
H -1.910 -0.194 -3.619
H -2.168 -1.867 -1.028
H -2.734 -2.458 -2.613
H -3.568 -1.153 -1.896
```



7.
Computed, not measured: 3 unconnected molecules or ions with the total composition C7H22N3OSi in a non-equilibrium geometry, with wB97M-V/def2-TZVPD.

Computed properties:
E_HOMO (alpha / beta)   -12.46 / -12.46 eV
ΔE to the lowest compared entry with this formula, charge and spin   2.508 eV
Charge   +1
Orbital gap (alpha / beta)   7.08 / 7.12 eV

Geometry as XYZ:
```
34
C7H22N3OSi (wB97M-V/def2-TZVPD)
C -1.699 1.407 -0.412
C -2.103 -0.995 -0.999
C -0.259 -0.082 3.185
C 0.431 1.793 1.806
C 1.626 1.915 -2.558
C 1.699 -0.434 -1.889
C -0.739 -0.252 0.852
N -1.487 0.014 -0.155
N -0.162 0.430 1.812
N 1.566 0.906 -1.407
O -0.872 -2.391 1.379
Si 0.054 -3.523 0.738
H -2.113 1.900 0.554
H -0.753 1.794 -0.798
H -2.525 1.698 -1.006
H -1.575 -0.947 -2.047
H -1.953 -1.947 -0.528
H -3.122 -0.758 -1.075
H -0.861 -1.008 3.130
H 0.678 -0.342 3.560
H -0.829 0.694 3.798
H 0.132 2.378 0.822
H 0.178 2.348 2.763
H 1.475 1.748 1.717
H 2.399 1.858 -3.342
H 0.793 1.737 -3.225
H 1.685 2.875 -2.099
H 0.776 -0.810 -2.206
H 2.590 -0.481 -2.507
H 1.943 -1.134 -1.061
H 2.261 1.227 -0.743
H -0.493 -4.471 1.709
H 1.535 -3.489 0.961
H -0.278 -3.657 -0.727
```



8.
Computed, not measured: 2 unconnected molecules or ions with the total composition C4H13N3O in a non-equilibrium geometry, with wB97M-V/def2-TZVPD.

Computed properties:
E_HOMO (alpha / beta)   -7.51 / -7.51 eV
ΔE to the lowest compared entry with this formula, charge and spin   5.923 eV
Orbital gap (alpha / beta)   8.52 / 8.52 eV

Geometry as XYZ:
```
21
C4H13N3O (wB97M-V/def2-TZVPD)
C 0.377 -1.141 -1.241
C 0.660 -0.355 -2.483
N -1.062 -0.897 0.471
H -0.719 -1.719 0.963
H -2.081 -0.864 0.446
H -0.390 -1.885 -1.440
H 1.215 -1.659 -0.793
H -0.209 0.232 -2.790
H 0.854 -1.056 -3.307
H 1.521 0.300 -2.366
C -1.110 1.562 0.425
C -0.347 0.333 0.911
N -0.331 0.294 2.371
O 1.955 -0.356 0.955
N 0.901 0.305 0.201
H 2.578 0.342 1.187
H -0.410 1.184 2.848
H 0.468 -0.229 2.718
H -2.121 1.570 0.837
H -1.161 1.574 -0.663
H -0.588 2.465 0.748
```